{"formula": "C22H46BBrCl2FN2O4P2", "method": "ωB97M-V/def2-TZVPD", "e_lumo_ev": -2.657, "multiplicity": 1, "charge": 1, "smiles": "CCCCCC[C@@]1(C[C@@H](C)F)O[C@](B(N)O)(P(CC)CC)[C@@](Cl)(P(O)Cl)[N@@H+](OCC)[C@@H]1C[C@@H](C)Br", "energy_ev": -151782.413, "homo_lumo_gap_ev": 7.96, "symbols": ["C", "C", "C", "C", "C", "C", "C", "C", "C", "C", "F", "O", "C", "B", "N", "O", "P", "C", "C", "C", "C", "C", "Cl", "P", "O", "Cl", "N", "O", "C", "C", "C", "C", "C", "C", "Br", "H", "H", "H", "H", "H", "H", "H", "H", "H", "H", "H", "H", "H", "H", "H", "H", "H", "H", "H", "H", "H", "H", "H", "H", "H", "H", "H", "H", "H", "H", "H", "H", "H", "H", "H", "H", "H", "H", "H", "H", "H", "H", "H", "H", "H", "H"], "positions_angstrom": [[6.130, 0.152, 2.195], [5.145, 1.338, 2.211], [4.304, 1.467, 0.927], [2.783, 1.311, 1.194], [1.950, 2.087, 0.158], [0.710, 1.468, -0.508], [-0.472, 0.843, 0.243], [-1.343, 1.950, 0.862], [-0.826, 3.099, 1.728], [0.257, 2.888, 2.778], [-0.496, 4.177, 0.894], [-1.385, 0.402, -0.801], [-1.267, -0.835, -1.510], [-0.745, -0.565, -2.994], [-0.702, 0.797, -3.548], [-0.396, -1.574, -3.833], [-3.144, -1.186, -1.951], [-4.155, 0.234, -1.411], [-5.568, -0.323, -1.076], [-3.410, -1.469, -3.744], [-3.583, -0.252, -4.679], [-0.638, -2.015, -0.715], [-1.891, -2.988, 0.269], [0.159, -3.420, -1.794], [0.734, -4.172, -0.468], [-1.438, -4.575, -2.344], [0.272, -1.583, 0.415], [1.663, -1.682, 0.219], [2.239, -1.257, -1.020], [3.343, -2.251, -1.400], [-0.167, -0.330, 1.168], [-1.222, -0.703, 2.217], [-1.091, -0.063, 3.588], [-2.059, -0.784, 4.548], [0.699, -0.335, 4.314], [6.216, -0.333, 3.165], [5.815, -0.604, 1.474], [7.128, 0.473, 1.902], [5.729, 2.243, 2.367], [4.510, 1.233, 3.091], [4.613, 0.695, 0.222], [4.459, 2.469, 0.530], [2.592, 0.239, 1.223], [2.638, 1.674, 2.210], [1.748, 3.080, 0.558], [2.631, 2.297, -0.670], [0.240, 2.288, -1.057], [1.057, 0.823, -1.310], [-1.757, 2.451, -0.014], [-2.220, 1.522, 1.345], [-1.708, 3.456, 2.266], [1.079, 3.570, 2.561], [0.666, 1.886, 2.742], [-0.099, 3.146, 3.771], [0.141, 1.304, -3.316], [-1.517, 1.351, -3.319], [-0.403, -1.236, -4.737], [-4.280, 1.025, -2.151], [-3.749, 0.684, -0.513], [-5.687, -0.381, 0.005], [-5.707, -1.343, -1.431], [-6.346, 0.328, -1.464], [-2.693, -2.179, -4.145], [-4.360, -2.009, -3.764], [-3.848, 0.640, -4.116], [-4.360, -0.427, -5.418], [-2.646, -0.029, -5.189], [1.438, -4.767, -0.760], [0.109, -2.324, 1.106], [2.686, -0.268, -0.961], [1.532, -1.205, -1.848], [3.572, -2.867, -0.532], [4.256, -1.706, -1.631], [3.075, -2.848, -2.267], [0.726, -0.078, 1.740], [-1.248, -1.777, 2.401], [-2.220, -0.485, 1.832], [-1.375, 0.983, 3.631], [-1.653, -1.757, 4.812], [-3.032, -0.888, 4.070], [-2.141, -0.196, 5.458]], "forces_ev_per_a": [[-0.046, 0.091, -0.131], [0.486, -0.520, 0.046], [-0.467, 0.274, 0.857], [0.851, -0.077, -0.077], [0.349, -0.181, 0.192], [0.211, 0.701, -0.119], [-0.211, 0.008, -0.920], [0.019, 0.176, 0.036], [-0.691, 0.291, 0.531], [0.292, 0.199, -0.625], [0.377, -0.197, -0.113], [-0.282, -0.519, 0.784], [0.510, 0.283, -0.582], [0.184, 1.056, -0.032], [-0.320, -0.587, -0.023], [-0.024, -0.431, 0.266], [0.151, -1.657, 0.969], [-0.650, 0.320, -0.341], [0.350, -0.078, 0.284], [-0.711, 0.893, -0.743], [0.520, -0.146, 0.218], [-1.947, -0.667, -0.223], [0.104, 0.450, 0.067], [0.661, 0.164, -0.387], [-0.138, -0.345, -0.024], [0.018, 0.321, 0.041], [-0.189, 0.085, -0.003], [-0.080, 0.218, 0.101], [0.908, -0.026, -1.320], [0.037, 0.364, 0.427], [0.604, 0.567, 0.655], [-0.320, 0.032, -0.342], [-0.856, -0.710, 0.612], [0.547, 0.361, -0.172], [0.094, 0.204, -0.029], [0.014, 0.032, 0.072], [-0.036, -0.113, 0.045], [0.044, -0.032, -0.063], [-0.115, 0.130, 0.035], [-0.201, 0.066, -0.060], [0.144, 0.259, -0.352], [0.119, -0.105, -0.396], [-0.211, 0.009, -0.004], [-0.352, 0.066, -0.039], [-0.279, -0.050, 0.021], [-0.074, -0.024, -0.163], [-0.030, 0.040, -0.002], [-0.194, -0.376, 0.197], [-0.030, 0.024, -0.045], [0.117, -0.198, 0.141], [-0.113, 0.020, -0.132], [0.009, 0.029, 0.013], [-0.022, -0.014, 0.278], [-0.047, -0.236, 0.122], [-0.062, 0.189, -0.127], [0.224, 0.274, 0.202], [0.254, 0.009, -0.105], [0.304, 0.066, -0.044], [0.335, -0.040, -0.087], [-0.056, 0.021, 0.032], [-0.173, 0.053, -0.237], [-0.087, -0.062, -0.100], [0.140, -0.081, 0.245], [-0.002, -0.105, 0.320], [-0.146, 0.067, -0.069], [0.011, -0.032, -0.091], [-0.066, 0.084, -0.124], [0.072, -0.107, 0.272], [0.339, -0.169, -0.129], [-0.180, 0.077, 0.593], [-0.378, -0.127, 0.273], [-0.009, -0.227, -0.091], [0.015, 0.016, -0.102], [-0.054, -0.214, 0.090], [0.120, -0.118, -0.136], [0.272, -0.016, -0.020], [-0.055, 0.000, 0.024], [0.587, 0.237, -0.266], [-0.182, -0.156, -0.060], [-0.123, -0.009, 0.099], [-0.183, -0.073, 0.091]]}